# 1
Below is a molecular structure, C33H35AlBrN6O3S2Se at a distorted geometry, with properties calculated with the ωB97M-V functional and the def2-TZVPD basis.

Geometry (Å):
1 Al 0.05 0.39 -0.35
2 O -1.16 0.23 1.27
3 S -0.10 0.57 2.25
4 O -0.13 1.90 2.78
5 N 1.15 0.23 1.33
6 C 2.46 0.49 1.72
7 C 2.88 0.55 3.03
8 C 4.22 0.83 3.35
9 C 5.16 1.03 2.37
10 C 4.78 0.96 1.02
11 C 5.68 1.14 -0.05
12 C 5.22 1.09 -1.34
13 C 3.86 0.82 -1.56
14 N 2.99 0.61 -0.60
15 C 3.42 0.70 0.68
16 C -0.20 -0.59 3.59
17 C -0.62 -0.18 4.85
18 C -0.64 -1.12 5.87
19 C -0.24 -2.42 5.64
20 C 0.18 -2.82 4.37
21 C 0.19 -1.89 3.34
22 H 2.17 0.40 3.83
23 H 4.51 0.89 4.39
24 H 6.19 1.25 2.62
25 H 6.73 1.32 0.16
26 H 5.88 1.23 -2.18
27 H 3.49 0.75 -2.58
28 H -0.93 0.84 5.01
29 H -0.98 -0.82 6.86
30 H -0.23 -3.14 6.45
31 H 0.48 -3.84 4.19
32 H 0.52 -2.16 2.34
33 S 0.83 0.12 -2.89
34 C -0.24 -0.86 -3.79
35 N -1.16 -0.32 -4.58
36 C -2.26 -1.06 -5.19
37 C -2.37 -2.43 -4.54
38 C -0.99 -3.07 -4.53
39 N -0.10 -2.19 -3.78
40 H -1.27 0.68 -4.49
41 H -2.10 -1.15 -6.26
42 H -3.18 -0.50 -5.02
43 H -3.09 -3.05 -5.07
44 H -2.72 -2.30 -3.51
45 H -0.63 -3.20 -5.55
46 H -1.00 -4.04 -4.05
47 H 0.73 -2.55 -3.34
48 C 0.25 5.73 -0.68
49 N 0.69 4.38 -0.35
50 C 2.03 4.18 0.20
51 C -0.08 3.34 -0.56
52 O 0.28 2.18 -0.32
53 H 1.10 6.29 -1.08
54 H -0.13 6.25 0.19
55 H -0.52 5.69 -1.44
56 H 2.43 5.13 0.54
57 H 2.70 3.76 -0.56
58 H 1.99 3.49 1.03
59 H -1.09 3.53 -0.92
60 Br 3.10 -4.48 -0.32
61 C 1.40 -3.67 -0.35
62 C 0.24 -4.44 -0.37
63 C -0.98 -3.78 -0.37
64 C -1.00 -2.40 -0.37
65 N 0.11 -1.67 -0.36
66 C 1.30 -2.29 -0.34
67 H 0.31 -5.52 -0.37
68 H -1.90 -4.34 -0.38
69 H -1.93 -1.84 -0.38
70 H 2.17 -1.65 -0.33
71 Se -2.14 0.71 -1.58
72 C -3.80 0.76 -0.59
73 C -4.04 -0.10 0.48
74 C -5.29 -0.12 1.09
75 C -6.31 0.70 0.63
76 C -6.06 1.57 -0.42
77 C -4.81 1.61 -1.03
78 H -3.24 -0.72 0.86
79 H -5.47 -0.79 1.92
80 H -7.28 0.67 1.09
81 H -6.84 2.23 -0.77
82 H -4.62 2.29 -1.85

The value obtained for the lowest unoccupied orbital energy is -2.45 eV. The calculation puts the energy relative to the best compared isomer or geometry (same formula, charge and spin) at 0.00 kJ/mol. Its total charge is +1. For the total energy, the calculation gives -213529.050 eV.

***

# 2
Below is 2 unconnected molecules or ions with the total composition C2H3ClO2PS at a distorted geometry, with properties calculated with the ωB97M-V functional and the def2-TZVPD basis.

Geometry (Å):
1 C -1.32 0.99 -0.50
2 C -0.43 -0.59 0.68
3 O 1.01 -0.26 -1.61
4 O 1.93 -1.86 0.19
5 P 1.17 -0.64 -0.19
6 S -1.36 2.47 0.03
7 Cl 2.08 0.95 0.77
8 H -1.55 0.59 -1.47
9 H -1.06 -1.43 0.43
10 H -0.49 -0.22 1.68

The value obtained for the lowest unoccupied orbital energy is 3.19 eV. The calculation puts the energy relative to the best compared isomer or geometry (same formula, charge and spin) at 178.09 kJ/mol. Its total charge is -1. For the total energy, the calculation gives -38866.205 eV.